*1*
Formula: C4H16O4
Source: the Open Molecules 2025 dataset
Level of theory: ωB97M-V/def2-TZVPD

Structure (SMILES): C=C(C)C.O.O.O.O

Each line ends with the Mulliken charge.
Positions of all 24 atoms, in Å:
C (-0.635, 1.487, 0.781)  -1.320
C (-0.986, 1.494, -0.619)  1.012
C (-1.730, 0.453, -1.148)  -0.822
C (-0.129, 2.353, -1.586)  -1.314
H (-1.578, 1.846, 1.221)  0.364
H (0.136, 2.198, 1.094)  0.367
H (-0.341, 0.564, 1.200)  0.228
H (-1.948, 0.577, -2.234)  0.296
H (-2.343, -0.219, -0.405)  0.099
H (-0.476, 3.381, -1.511)  0.367
H (-0.350, 2.178, -2.626)  0.365
H (0.909, 2.181, -1.327)  0.361
H (2.073, 0.183, 1.122)  0.280
H (2.811, 0.957, 2.081)  0.284
O (2.795, 0.790, 1.200)  -0.576
H (1.419, -3.587, 0.583)  0.297
H (0.428, -2.937, 1.524)  0.263
O (1.366, -3.215, 1.395)  -0.587
H (2.359, -0.809, -1.695)  0.267
H (0.905, -0.497, -1.595)  0.309
O (1.688, -0.928, -1.128)  -0.548
H (-2.850, -2.386, 1.064)  0.321
H (-1.303, -2.898, 1.444)  0.314
O (-2.220, -3.167, 1.166)  -0.624

---

*2*
Formula: C4H16O4
Source: the Open Molecules 2025 dataset
Level of theory: ωB97M-V/def2-TZVPD

Structure (SMILES): C=C(C)C.O.O.O.O

Each line ends with the Mulliken charge.
Positions of all 24 atoms, in Å:
C (-0.523, -0.247, 1.588)  -0.989
C (0.956, -0.052, 1.738)  1.178
C (1.599, 0.828, 0.889)  -0.861
C (1.580, -0.291, 2.973)  -1.179
H (-0.749, -0.311, 0.450)  0.035
H (-0.866, 0.684, 2.047)  0.414
H (-1.019, -0.988, 2.270)  0.315
H (2.679, 0.930, 0.822)  0.254
H (1.073, 1.374, -0.029)  -0.018
H (1.156, 0.346, 3.769)  0.265
H (2.639, 0.153, 2.759)  0.282
H (1.619, -1.246, 3.447)  0.338
H (0.010, -2.918, -2.006)  0.341
H (0.497, -2.258, -0.553)  0.332
O (0.702, -2.898, -1.288)  -0.726
H (-1.870, -0.102, -2.574)  0.336
H (-2.655, -0.565, -1.438)  0.220
O (-2.659, -0.430, -2.242)  -0.544
H (0.872, -0.905, -2.249)  0.328
H (0.560, 0.372, -2.746)  0.266
O (0.077, -0.352, -2.418)  -0.583
H (-1.556, 2.707, -0.308)  0.309
H (-0.233, 3.525, 0.108)  0.281
O (-1.099, 3.402, 0.087)  -0.595

---

Top of the stability list: *1*, leading by 26.7 kcal/mol.

---

*1*
Formula: C6H9NS
Source: the Open Molecules 2025 dataset
Level of theory: ωB97M-V/def2-TZVPD

Each line ends with the Mulliken charge.
Positions of all 17 atoms, in Å:
C (-1.706, -0.054, 0.708)  -0.932
C (-0.303, 0.007, 0.299)  0.968
C (0.852, -0.239, 1.388)  -0.972
C (1.795, -0.063, 0.196)  -0.122
C (1.399, 1.286, -0.414)  -0.426
C (0.139, 1.369, -0.284)  -0.399
H (-3.293, -0.420, -0.314)  0.275
H (-2.588, 1.367, -0.502)  0.292
H (-1.780, -1.125, 1.166)  0.394
H (-1.866, 0.612, 1.551)  0.276
H (0.860, 0.545, 2.089)  0.394
H (0.695, -1.270, 1.761)  0.319
H (2.966, -0.216, 0.069)  0.358
H (2.058, 1.949, -1.039)  0.305
H (-0.721, 2.095, -0.562)  0.093
N (-2.412, 0.127, -0.533)  -0.552
S (0.469, -1.141, -0.740)  -0.269

---

*2*
Formula: C6H9NS
Source: the Open Molecules 2025 dataset
Level of theory: ωB97M-V/def2-TZVPD

Structure (SMILES): C/C=C\C(=S)/C=C\N

Each line ends with the Mulliken charge.
Positions of all 17 atoms, in Å:
C (-0.328, -1.626, -0.982)  -1.028
C (-1.263, -0.455, -0.976)  -0.143
C (-0.941, 0.836, -0.826)  -0.599
C (0.429, 1.399, -0.734)  0.342
C (1.332, 1.031, 0.329)  -0.619
C (1.066, 0.361, 1.496)  -0.047
H (-0.548, -2.312, -0.152)  0.271
H (0.732, -1.325, -0.897)  0.294
H (-0.459, -2.182, -1.939)  0.362
H (-2.307, -0.680, -1.155)  0.381
H (-1.705, 1.605, -0.946)  0.343
H (2.354, 1.394, 0.228)  0.297
H (1.903, 0.254, 2.231)  0.290
H (-0.943, -0.081, 1.375)  0.249
H (-0.126, -0.496, 2.898)  0.217
N (-0.070, -0.208, 1.937)  -0.326
S (0.874, 2.486, -1.885)  -0.284

---

Top of the stability list: *2*, leading by 75.1 kcal/mol.

---

*1*
Formula: C3H4NO
Source: the Open Molecules 2025 dataset
Level of theory: ωB97M-V/def2-TZVPD

Structure (SMILES): C=[NH+]C=C=O
Net charge: +1

Each line ends with the Mulliken charge.
Positions of all 9 atoms, in Å:
C (-1.067, -0.952, -0.005)  -0.393
C (-2.223, -0.335, 0.061)  0.592
C (0.270, 0.932, 0.025)  -0.161
N (0.166, -0.337, -0.059)  -0.007
O (-2.975, 0.514, 0.016)  -0.182
H (-1.006, -2.093, 0.055)  0.323
H (1.292, 1.320, -0.176)  0.256
H (-0.532, 1.597, 0.306)  0.249
H (0.969, -0.981, -0.059)  0.323

---

*2*
Formula: C3H4NO
Source: the Open Molecules 2025 dataset
Level of theory: ωB97M-V/def2-TZVPD

Net charge: +1

Each line ends with the Mulliken charge.
Positions of all 9 atoms, in Å:
C (1.355, 1.087, -0.025)  0.247
C (0.335, -1.513, 0.128)  -0.041
C (-1.141, 0.327, 0.024)  -0.705
N (-0.594, -0.829, -0.150)  0.029
O (1.786, 0.047, -0.050)  -0.153
H (0.828, 1.953, 0.001)  0.480
H (0.583, -2.522, 0.084)  0.403
H (-1.782, 0.464, 0.834)  0.296
H (-1.370, 0.987, -0.846)  0.446

---

*3*
Formula: C3H4NO
Source: the Open Molecules 2025 dataset
Level of theory: ωB97M-V/def2-TZVPD

Net charge: +1

Each line ends with the Mulliken charge.
Positions of all 9 atoms, in Å:
C (0.226, 1.428, -0.250)  -0.102
C (1.360, 0.798, -0.568)  0.297
C (0.335, -0.756, 0.025)  0.040
N (-0.424, 0.318, 0.201)  -0.206
O (1.530, -0.489, -0.464)  -0.144
H (0.013, 2.529, -0.248)  0.368
H (0.350, -1.804, 0.505)  0.399
H (-1.815, -1.366, 0.156)  0.164
H (-1.577, -0.659, 0.643)  0.184

---

*4*
Formula: C3H4NO
Source: the Open Molecules 2025 dataset
Level of theory: ωB97M-V/def2-TZVPD

Net charge: +1

Each line ends with the Mulliken charge.
Positions of all 9 atoms, in Å:
C (-0.775, 0.822, -0.097)  0.418
C (0.618, 0.756, 0.089)  -0.140
C (0.251, -0.767, -0.037)  -0.319
N (-1.835, 0.267, 0.046)  -0.127
O (-1.296, -0.950, 0.041)  -0.063
H (1.008, 1.106, -0.846)  0.249
H (0.981, 1.034, 0.988)  0.328
H (0.524, -1.014, -1.024)  0.313
H (0.523, -1.254, 0.840)  0.341

---

Top of the stability list: *1*, leading by 72.7 kcal/mol.

---

*1*
Formula: C3H4NO
Source: the Open Molecules 2025 dataset
Level of theory: ωB97M-V/def2-TZVPD

Net charge: +1

Each line ends with the Mulliken charge.
Positions of all 9 atoms, in Å:
C (0.230, -1.007, -0.020)  0.281
C (-1.314, 0.484, 0.007)  0.032
C (0.873, 0.307, -0.016)  -0.354
N (-0.180, 1.235, -0.010)  -0.270
O (-1.034, -0.840, 0.004)  -0.139
H (0.642, -2.008, -0.027)  0.409
H (-2.325, 0.843, 0.021)  0.372
H (1.517, 0.466, 0.870)  0.327
H (1.591, 0.519, -0.828)  0.342

---

*2*
Formula: C3H4NO
Source: the Open Molecules 2025 dataset
Level of theory: ωB97M-V/def2-TZVPD

Net charge: +1

Each line ends with the Mulliken charge.
Positions of all 9 atoms, in Å:
C (-0.202, -0.247, -0.050)  0.372
C (-1.471, -0.851, -0.035)  -0.403
C (0.859, 1.035, -0.036)  -0.187
N (0.977, -0.983, 0.013)  0.048
O (1.810, -0.009, -0.053)  0.015
H (-1.573, -1.838, -0.326)  0.306
H (-2.373, -0.364, 0.319)  0.278
H (1.042, 1.706, -0.879)  0.289
H (0.931, 1.552, 1.046)  0.282

---

*3*
Formula: C3H4NO
Source: the Open Molecules 2025 dataset
Level of theory: ωB97M-V/def2-TZVPD

Net charge: +1

Each line ends with the Mulliken charge.
Positions of all 9 atoms, in Å:
C (0.816, -0.059, 0.015)  -0.479
C (-0.536, 1.169, 0.016)  0.178
C (-0.078, -1.152, 0.059)  -0.006
N (-1.336, -0.942, -0.035)  -0.215
O (-1.545, 0.469, 0.048)  0.016
H (1.399, 0.068, -0.891)  0.341
H (-0.488, 2.292, 0.056)  0.371
H (0.070, -2.256, 0.052)  0.420
H (1.698, 0.411, 0.679)  0.374

---

Top of the stability list: *1*, leading by 54.2 kcal/mol.

---

*1*
Formula: C2H8N2P
Source: the Open Molecules 2025 dataset
Level of theory: ωB97M-V/def2-TZVPD

Net charge: +1

Each line ends with the Mulliken charge.
Positions of all 13 atoms, in Å:
C (-0.387, 1.120, -0.677)  -0.471
C (0.417, -1.156, -0.146)  -0.589
N (0.719, 1.056, 1.328)  -0.431
N (-0.690, -0.281, -0.683)  -0.209
P (0.743, -0.535, 1.609)  0.151
H (-1.183, 1.806, -0.457)  0.314
H (0.416, 1.441, -1.317)  0.342
H (0.113, -2.203, -0.178)  0.375
H (1.303, -1.017, -0.769)  0.374
H (1.568, 1.517, 1.032)  0.302
H (-1.532, -0.445, -0.108)  0.390
H (-0.885, -0.609, -1.642)  0.385
H (-0.601, -0.694, 2.008)  0.067

---

*2*
Formula: C2H8N2P
Source: the Open Molecules 2025 dataset
Level of theory: ωB97M-V/def2-TZVPD

Net charge: +1

Each line ends with the Mulliken charge.
Positions of all 13 atoms, in Å:
C (-0.104, -0.115, -0.528)  0.917
C (-0.656, 0.497, -1.869)  -1.059
N (-1.038, -0.652, 0.282)  -0.359
N (1.058, -0.006, -0.014)  -0.583
P (1.032, -0.640, 2.683)  0.258
H (-1.312, 1.236, -1.447)  0.345
H (-1.444, -0.156, -2.356)  0.335
H (0.098, 0.760, -2.652)  0.346
H (-2.023, -0.708, 0.076)  0.244
H (-0.849, -0.677, 1.312)  -0.006
H (1.731, 0.515, -0.548)  0.221
H (1.040, 0.666, 2.578)  0.161
H (2.467, -0.720, 2.483)  0.181

---

Top of the stability list: *2*, leading by 8.0 kcal/mol.

---

*1*
Formula: C2H8N4
Source: the Open Molecules 2025 dataset
Level of theory: ωB97M-V/def2-TZVPD

Structure (SMILES): C/C(=N/N)NN

Each line ends with the Mulliken charge.
Positions of all 14 atoms, in Å:
C (-1.590, 0.942, 0.518)  -0.992
C (-0.374, 0.331, -0.059)  0.471
H (-1.521, 0.626, 1.555)  0.290
H (-2.476, 0.555, 0.004)  0.256
H (-1.480, 2.047, 0.217)  0.302
H (-0.576, -1.348, 0.971)  0.281
H (1.175, -1.703, -1.326)  0.288
H (-0.527, -1.398, -1.436)  0.282
H (2.603, 1.309, 0.146)  0.268
H (1.986, -0.368, 0.234)  0.266
N (0.055, -0.962, 0.340)  -0.210
N (0.160, -1.722, -0.763)  -0.696
N (0.691, 1.081, -0.157)  -0.333
N (1.875, 0.611, -0.244)  -0.474

---

*2*
Formula: C2H8N4
Source: the Open Molecules 2025 dataset
Level of theory: ωB97M-V/def2-TZVPD

Structure (SMILES): [H]/N=C(/N)N(C)N

Each line ends with the Mulliken charge.
Positions of all 14 atoms, in Å:
C (-1.278, 0.938, 0.178)  -0.987
C (1.012, 0.177, -0.091)  0.491
H (-2.295, 0.861, -0.297)  0.331
H (-1.278, 0.904, 1.315)  0.302
H (-0.971, 1.954, -0.087)  0.309
H (-1.789, -1.359, -0.319)  0.249
H (-0.295, -1.960, -0.738)  0.256
H (1.113, -1.510, 0.885)  0.307
H (2.493, -0.946, 0.347)  0.296
H (1.218, 2.103, -0.514)  0.249
N (-0.332, -0.017, -0.406)  0.252
N (-0.823, -1.285, -0.126)  -0.749
N (1.597, -1.104, 0.037)  -0.613
N (1.629, 1.245, -0.184)  -0.694

---

Top of the stability list: *2*, leading by 50.1 kcal/mol.